{
  "formula": "C2H2N2O3",
  "method": "ωB97M-V/def2-TZVPD",
  "species": ["O", "C", "N", "C", "O", "N", "O", "H", "H"],
  "coordinates": [[-2.637698, -0.551171, -0.018452], [-1.471641, -0.224330, -0.079584], [-0.390330, -1.030625, -0.116406], [0.630137, -0.209412, -0.092146], [1.854537, -0.470134, 0.029020], [0.308887, 1.119040, -0.266414], [-1.050009, 1.110894, 0.059111], [1.944990, -1.424494, 0.076069], [0.811124, 1.680234, 0.408805]],
  "forces_ev_per_angstrom": [[1.61, 1.09, -0.35], [-2.72, -0.38, 0.99], [2.57, 0.02, -0.03], [-3.51, 0.09, -1.02], [2.84, -0.82, 0.14], [0.11, -0.62, 0.80], [-1.15, 0.63, -0.66], [0.32, -0.53, 0.05], [-0.08, 0.52, 0.07]],
  "nbo_charge": [-0.56, 0.82, -0.60, 0.70, -0.61, -0.30, -0.35, 0.52, 0.38],
  "total_charge": 0,
  "smiles": "O=c1nc(O)[nH]o1",
  "homo_ha": -0.3819,
  "total_energy_ev": -11227.73808
}



{
  "formula": "C18H28BeF6NO18S2",
  "method": "ωB97M-V/def2-TZVPD",
  "species": ["Be", "C", "F", "F", "F", "S", "O", "O", "N", "S", "O", "O", "C", "F", "F", "F", "C", "C", "C", "O", "C", "O", "O", "H", "H", "H", "H", "H", "H", "C", "C", "C", "O", "C", "O", "O", "H", "H", "H", "H", "H", "H", "C", "C", "C", "O", "C", "O", "O", "H", "H", "H", "H", "H", "H", "C", "C", "C", "O", "C", "O", "O", "H", "H", "H", "H", "H", "H", "O", "H", "H", "O", "H", "H"],
  "coordinates": [[-16.889271, 38.453985, 16.911951], [-12.722645, 41.486579, 20.929818], [-12.517059, 40.511143, 21.868181], [-13.993157, 41.899909, 21.056546], [-11.923822, 42.454144, 21.165366], [-12.513618, 40.947376, 19.118642], [-13.436584, 41.792389, 18.385969], [-11.174574, 41.215115, 18.724382], [-13.074592, 39.306814, 19.184959], [-11.702816, 38.565239, 19.334573], [-11.280090, 38.199014, 17.994853], [-10.706511, 39.225437, 20.168089], [-12.228394, 36.956018, 20.261562], [-13.021906, 37.240333, 21.296987], [-12.950956, 36.267411, 19.370712], [-11.138292, 36.251437, 20.707929], [-6.807895, 44.168151, 11.520701], [-7.617019, 42.838960, 11.129647], [-8.032670, 42.025968, 12.387212], [-9.313891, 41.622404, 11.950018], [-9.807013, 42.625514, 11.239470], [-11.024358, 42.821595, 10.952699], [-8.842953, 43.306605, 10.719872], [-5.777609, 43.837830, 11.652906], [-7.050554, 44.667607, 12.458662], [-6.939082, 44.802423, 10.644004], [-7.134692, 42.322719, 10.299605], [-8.350737, 42.635118, 13.233312], [-7.470782, 41.118042, 12.606408], [-17.200539, 48.796916, 27.984096], [-16.468886, 48.900329, 26.612194], [-16.680019, 47.719492, 25.641384], [-16.889528, 48.351475, 24.391686], [-17.185104, 49.538842, 24.613903], [-17.454054, 50.308872, 23.735480], [-17.045389, 49.930548, 25.841431], [-16.771570, 48.056170, 28.658920], [-18.247464, 48.499986, 28.046329], [-17.122386, 49.755621, 28.496810], [-15.401379, 49.086706, 26.729657], [-17.483398, 47.072511, 25.993668], [-15.749733, 47.151642, 25.655848], [-5.228520, 44.027524, 19.434832], [-5.702160, 44.362912, 20.808240], [-4.683364, 44.034719, 21.872711], [-4.534235, 45.249774, 22.625055], [-5.249929, 46.218410, 22.069537], [-5.427233, 47.301126, 22.487714], [-5.845612, 45.722424, 20.955299], [-5.291314, 42.951031, 19.275772], [-4.219641, 44.269988, 19.100952], [-6.002096, 44.473507, 18.809710], [-6.675349, 43.897835, 20.965411], [-3.795724, 43.727431, 21.319734], [-5.134356, 43.274263, 22.510210], [-9.798129, 35.901730, 26.766949], [-10.315107, 35.694548, 28.175454], [-11.449498, 34.695090, 28.285599], [-10.950545, 33.858415, 29.398555], [-9.706723, 34.212889, 29.758834], [-9.108400, 33.624300, 30.677510], [-9.248421, 35.204078, 28.922057], [-9.128004, 35.098567, 26.460410], [-9.055906, 36.698641, 26.720625], [-10.445280, 36.366280, 26.022986], [-10.673597, 36.561335, 28.730667], [-11.641025, 34.193521, 27.336998], [-12.359507, 35.193835, 28.619119], [-18.605602, 41.646885, 19.144838], [-18.048772, 42.214962, 19.677265], [-19.498737, 41.911304, 19.365320], [-17.539703, 35.047565, 24.112527], [-17.298746, 34.209865, 23.717008], [-16.903616, 35.670624, 23.761200]],
  "forces_ev_per_angstrom": [[0.20, 0.22, 0.15], [-1.63, -1.58, 1.98], [-0.17, 0.71, -1.46], [0.65, -0.38, -0.31], [0.99, 0.97, -0.23], [-1.79, 3.78, -2.03], [-0.35, -1.78, 1.09], [0.55, -0.90, 0.31], [-0.02, 2.14, 0.05], [3.43, -2.91, 1.05], [-0.51, 0.08, 0.66], [-1.33, -1.20, -0.37], [0.40, -0.41, 0.28], [0.70, 0.09, -0.49], [0.68, -0.03, 0.46], [-1.88, 1.33, -1.12], [0.28, -2.14, -0.88], [2.37, 2.29, 2.96], [-0.03, -0.23, -1.07], [-1.89, -1.32, 0.30], [-5.68, -0.52, -1.97], [4.20, -0.82, 1.52], [-0.87, 1.90, -1.52], [0.27, 0.34, -0.34], [-0.73, -0.22, -0.21], [0.39, 0.29, 0.32], [0.09, -0.30, 0.31], [1.47, 0.31, 0.38], [0.14, 0.41, 0.20], [0.67, 0.04, 0.21], [-1.35, -1.12, 0.90], [1.30, -0.71, 1.78], [0.88, -5.75, -0.11], [-0.76, 5.52, -2.29], [-0.64, 0.45, -0.49], [-0.08, 1.20, 2.27], [0.70, 0.00, -0.20], [-0.19, 0.25, -1.08], [0.06, 0.03, -0.06], [-0.05, 0.22, 0.24], [-0.33, 0.12, -0.59], [-0.19, -0.25, -0.57], [-0.95, -0.73, -1.07], [0.74, -0.59, 0.02], [-0.66, -0.39, 0.28], [1.01, -1.12, 0.39], [-0.89, -0.87, -0.70], [0.23, 1.00, 0.32], [-0.81, 2.40, -0.49], [-0.19, -0.19, 0.10], [-0.07, 0.68, 0.48], [0.39, 0.02, -0.64], [-0.06, -0.14, 0.12], [0.46, 0.06, 0.92], [0.81, -0.12, 0.26], [1.23, 1.75, -0.12], [-0.72, 0.98, -0.95], [0.65, -0.24, 1.19], [-1.06, 0.25, -1.09], [1.71, -2.13, 2.12], [-1.64, 2.64, -3.36], [0.78, -1.61, 1.90], [-0.91, -0.63, -0.32], [0.30, 0.38, 0.87], [-0.75, -1.07, -0.03], [0.25, 0.69, -0.63], [0.19, -0.73, 0.41], [-0.01, -0.27, 0.01], [0.18, -0.34, -0.21], [0.17, 0.18, 0.11], [-0.28, 0.06, 0.02], [-0.15, 0.10, 0.07], [0.01, -0.28, -0.04], [0.14, 0.18, -0.02]],
  "mulliken_charge": [0.78, 0.73, -0.20, -0.20, -0.17, 0.96, -0.59, -0.46, -0.27, 1.06, -0.46, -0.44, 0.68, -0.19, -0.20, -0.18, -1.24, 0.30, -0.42, -0.32, 0.70, -0.58, -0.29, 0.38, 0.33, 0.34, 0.33, 0.30, 0.27, -1.42, 0.44, -0.46, -0.28, 0.69, -0.57, -0.32, 0.41, 0.36, 0.34, 0.26, 0.30, 0.31, -1.51, 0.51, -0.34, -0.34, 0.65, -0.49, -0.38, 0.41, 0.37, 0.34, 0.20, 0.29, 0.28, -1.46, 0.44, -0.37, -0.31, 0.65, -0.56, -0.35, 0.36, 0.38, 0.39, 0.29, 0.27, 0.26, -0.65, 0.32, 0.33, -0.63, 0.32, 0.30],
  "total_charge": 1,
  "homo_ha": -0.4342,
  "total_energy_ev": -95820.81838
}



{
  "formula": "H80O40",
  "method": "ωB97M-V/def2-TZVPD",
  "species": ["H", "H", "O", "H", "H", "O", "H", "H", "O", "H", "H", "O", "H", "H", "O", "H", "O", "H", "O", "H", "H", "O", "H", "H", "O", "H", "H", "O", "H", "H", "O", "H", "O", "H", "H", "O", "H", "H", "O", "H", "H", "O", "H", "H", "O", "H", "H", "O", "H", "H", "O", "H", "O", "H", "H", "O", "H", "O", "H", "H", "O", "H", "H", "O", "H", "H", "O", "H", "H", "O", "H", "H", "O", "H", "H", "O", "H", "H", "O", "H", "H", "O", "H", "H", "O", "H", "H", "O", "H", "O", "H", "H", "O", "H", "H", "H", "H", "H", "H", "O", "H", "H", "O", "H", "H", "O", "H", "H", "O", "H", "H", "O", "H", "H", "O", "H", "H", "O", "H", "H"],
  "coordinates": [[-5.683485, 3.332987, 2.121141], [-5.301285, 2.776802, 3.425542], [-5.781328, 2.623809, 2.677841], [-3.670429, -1.342859, 5.236975], [-4.839475, -0.936412, 4.249968], [-4.258758, -1.650456, 4.576506], [-4.463579, -0.211407, -3.343798], [-5.821731, 0.380273, -3.419161], [-5.040086, 0.149378, -3.959062], [-1.290424, 4.012802, -4.572845], [-0.679759, 5.296685, -4.171198], [-0.850946, 4.376070, -3.723910], [5.397200, 1.057905, 3.329638], [5.279764, 0.077232, 2.226669], [5.880879, 0.764797, 2.455524], [1.424213, -0.760707, -1.067371], [1.597085, -1.022181, -0.177408], [-3.836251, -3.859197, 1.820298], [-3.311105, -3.392138, 2.454184], [1.477252, -2.096316, 4.060103], [1.880995, -2.578959, 2.658940], [1.238214, -2.807218, 3.349876], [1.889744, 3.945702, -1.008374], [1.237946, 5.006879, -1.660269], [1.312394, 4.094808, -1.753022], [4.784283, 0.106697, -2.118254], [3.738437, 0.680869, -1.134067], [4.661825, 0.214086, -1.198169], [-2.494465, -3.627227, -0.742700], [-1.904348, -3.371535, 0.705409], [-2.590358, -3.024262, 0.032198], [-1.332193, -1.580329, -0.907775], [-1.200054, -0.865915, -1.566301], [-3.227812, 4.599223, 1.760642], [-2.885967, 4.984882, 0.474131], [-3.514171, 5.216449, 1.112827], [0.720442, 0.497024, 1.953709], [-0.598541, -0.627716, 2.216678], [-0.130940, 0.012347, 1.591667], [-1.374467, 0.967530, 5.080778], [-2.140617, 2.282501, 4.701563], [-1.366993, 1.941236, 5.194224], [-1.635386, 3.659005, 4.786370], [-0.357030, 3.482584, 3.877577], [-1.033369, 4.221569, 4.205039], [4.072482, 2.084218, 1.657459], [5.102009, 3.284302, 1.685108], [4.154352, 3.014362, 1.751603], [-0.454872, 1.682810, 1.246529], [0.040431, 2.433015, -0.020713], [-0.122094, 2.510932, 0.917145], [4.223377, 3.670542, 3.780180], [3.412842, 3.933706, 3.978537], [-0.186636, -2.508192, -4.508333], [-0.458035, -1.145793, -4.832859], [-0.320192, -1.643635, -3.952252], [3.654842, -3.848557, 2.178460], [2.893591, -4.543190, 1.899171], [0.733068, -6.617796, 1.171136], [-0.172566, -5.472008, 1.094665], [-0.133683, -6.467290, 0.970852], [0.327354, -0.492974, -2.564228], [0.156481, 1.064933, -2.280978], [0.859229, 0.366550, -2.342041], [3.090743, -0.132816, 4.632100], [3.231453, -1.602148, 4.199062], [2.638465, -0.981782, 4.732124], [4.895550, -1.824157, 1.907338], [3.535222, -1.475266, 1.153770], [4.278577, -1.332377, 1.790723], [-2.927684, -0.128393, 0.818556], [-2.470907, 0.524418, -0.297092], [-3.333969, 0.449014, 0.213001], [-4.520333, 0.271465, -1.161182], [-5.752419, -0.764486, -1.241147], [-5.425543, 0.085727, -1.263200], [1.597352, -2.888654, -3.988802], [2.170147, -2.848441, -5.316222], [2.212723, -3.406904, -4.548034], [-2.459255, -4.112000, -4.617389], [-3.248578, -2.729004, -4.540858], [-2.390968, -3.247786, -4.286785], [2.583573, 2.601541, -2.633299], [3.469111, 1.569417, -3.422694], [3.339251, 2.068226, -2.677421], [1.473672, 0.896010, -4.975060], [2.273061, 2.178423, -5.797272], [2.119730, 1.135290, -5.752701], [-0.888550, -3.489716, 2.657042], [-0.519507, -3.426613, 1.588491], [-1.072744, 3.407875, -0.822633], [-0.936272, 3.221729, -2.513587], [-1.141058, 2.660514, -1.535422], [2.883518, 4.093251, 3.126478], [0.792397, -0.962735, 0.332766], [3.319049, -5.016588, 1.187605], [-3.732824, -2.785723, 2.974554], [-1.241182, -1.112772, -2.487791], [0.382098, -3.048410, 1.604782], [-2.321403, 2.412943, 2.484701], [-2.808148, 1.797889, 1.656830], [-1.615589, 2.864398, 1.939757], [-0.081418, -5.466370, -3.987873], [-0.489207, -4.642426, -3.674578], [-0.351826, -5.989481, -3.099312], [0.209817, 0.330385, 4.121161], [0.606629, 1.241066, 4.404965], [0.880351, -0.220363, 3.901977], [4.505755, -3.001910, -0.727319], [5.392268, -3.247819, -0.950724], [4.717582, -1.943713, -0.631041], [-3.185521, 2.238251, -4.737980], [-3.903191, 1.731428, -4.795477], [-3.398635, 3.252310, -4.816910], [1.839356, 1.903575, 2.958573], [1.632690, 1.873841, 2.020780], [2.314435, 2.624837, 3.252490], [0.703330, -0.696527, -6.329735], [0.430473, -1.534672, -6.713090], [0.383388, 0.080718, -6.720083]],
  "forces_ev_per_angstrom": [[0.50, 2.69, -2.07], [2.07, 0.80, 2.99], [-2.51, -3.48, -0.95], [0.65, 0.82, 0.90], [0.67, -0.29, 0.59], [-1.36, -0.44, -1.58], [1.65, -0.93, 1.90], [0.70, -0.11, -0.20], [-2.18, 1.12, -2.12], [0.80, -0.13, 2.19], [-0.01, -2.09, 2.00], [-0.82, 2.18, -4.56], [1.80, -0.51, -2.33], [-0.85, -1.27, -1.05], [-0.83, 2.02, 3.46], [-0.40, 0.72, -0.88], [1.77, -1.17, 1.58], [-0.71, 0.23, -0.27], [3.06, -2.43, -1.00], [-0.94, -1.85, -1.57], [-0.10, -0.38, 0.10], [1.12, 2.28, 1.89], [0.52, -0.76, 0.55], [-0.60, 2.80, -0.36], [0.44, -1.97, 0.00], [0.17, -0.08, -1.52], [2.55, -1.22, -0.46], [-2.46, 0.77, 2.21], [-0.11, 0.70, 0.78], [-1.05, 0.87, -1.19], [1.14, -1.27, -0.65], [-0.38, -0.10, -1.10], [-0.55, 0.60, 1.80], [0.00, -0.91, 1.78], [1.25, -0.05, -2.17], [-1.28, 0.84, 0.50], [-3.08, -2.46, -0.07], [1.60, 1.72, -0.53], [0.87, -0.27, 0.44], [0.02, 0.79, -0.11], [0.43, -1.23, -0.10], [-1.07, -0.89, 0.62], [1.79, 2.03, -1.14], [-2.29, 2.41, 1.17], [1.10, -2.54, -0.26], [0.60, -1.33, -0.27], [-1.12, -0.94, -0.23], [0.91, 2.11, -0.49], [-0.43, -1.17, -0.08], [-0.03, -0.56, -0.64], [1.01, 1.74, 0.48], [5.25, -1.71, -1.95], [-7.49, 2.52, 0.82], [-0.60, 1.53, 2.34], [0.48, 0.18, 2.06], [0.35, -1.56, -4.34], [-2.69, -2.59, -1.05], [2.54, 2.68, 1.40], [3.71, -1.03, 0.87], [-0.32, -1.39, -0.14], [-3.42, 2.58, -0.69], [1.54, 2.55, 0.55], [0.72, -0.92, 0.36], [-1.32, -0.71, -1.57], [-0.29, 0.08, 0.07], [-0.89, 1.23, 1.10], [1.82, -1.11, -1.01], [11.29, -10.19, 1.08], [1.37, -0.47, 0.25], [-13.06, 10.37, -1.44], [-0.12, -1.94, 1.95], [-1.30, 0.51, -0.35], [2.25, 1.58, -1.44], [1.69, -0.71, 0.89], [-0.01, -2.87, 0.42], [-2.38, 3.35, -1.12], [0.75, -0.58, 0.25], [0.53, 0.28, -0.92], [-0.98, 0.55, 0.70], [-0.59, -1.91, -0.90], [2.37, -1.73, 0.63], [-2.10, 3.18, 0.10], [-1.88, 0.85, -0.72], [-0.40, -1.51, -3.02], [2.02, 0.98, 3.49], [1.96, 1.11, -1.87], [-0.77, -3.46, 0.67], [-0.74, 3.09, 1.64], [1.91, 0.36, -4.72], [-1.36, -0.52, 4.01], [-0.36, -1.87, -2.31], [-0.86, -2.01, 4.34], [0.76, 3.79, -2.16], [2.09, 0.13, 1.82], [-0.62, 0.44, -0.05], [0.22, -0.14, -0.57], [-2.33, 2.21, 2.06], [-0.57, -1.21, -0.13], [-0.91, -0.45, 0.36], [-1.59, -1.97, -4.43], [1.68, 2.48, 3.37], [-0.94, -0.42, 1.03], [-1.71, -1.39, 3.81], [0.31, 0.29, -0.54], [1.24, 1.08, -3.13], [-2.80, 4.25, 2.53], [-1.03, -2.77, -1.02], [3.51, -2.31, -0.65], [0.51, 4.32, 0.79], [0.85, -0.85, -0.39], [-1.34, -3.27, -0.51], [5.19, 6.51, 0.00], [-5.15, -2.99, -0.21], [-0.05, -3.49, 0.28], [-1.61, -3.41, -0.56], [0.28, 1.36, -0.10], [1.89, 2.39, 0.59], [0.57, -2.60, 1.64], [-0.37, 0.57, -0.75], [-0.72, 1.24, -1.50]],
  "mulliken_charge": [0.29, 0.28, -0.58, 0.29, 0.31, -0.66, 0.33, 0.34, -0.66, 0.30, 0.28, -0.60, 0.36, 0.36, -0.62, 0.08, -0.04, 0.28, -0.49, 0.34, 0.10, -0.64, 0.21, 0.23, -0.45, 0.24, 0.32, -0.60, 0.27, 0.49, -0.58, -0.06, 0.20, 0.35, 0.29, -0.64, 0.30, -0.09, 0.70, 0.33, 0.25, -0.76, 0.38, 0.32, -0.67, 0.31, 0.28, -0.64, 0.39, 0.25, -0.88, 0.31, -0.66, 0.12, 0.36, -0.68, 0.29, -0.56, 0.30, 0.37, -0.65, 0.32, 0.23, -0.52, 0.31, 0.32, -0.76, 0.14, 0.10, -0.47, 0.29, 0.34, -0.89, 0.38, 0.28, -0.67, 0.29, 0.32, -0.61, 0.28, 0.27, -0.52, 0.22, 0.30, -0.58, 0.39, 0.31, -0.70, 0.31, -0.80, 0.20, 0.29, -0.44, 0.33, 0.09, 0.30, 0.26, 0.22, 0.29, -0.34, 0.36, 0.21, -0.61, 0.23, 0.36, -0.64, 0.28, 0.24, -0.60, 0.30, 0.32, -0.55, 0.27, 0.30, -0.32, -0.04, 0.25, -0.61, 0.30, 0.28],
  "total_charge": 0,
  "homo_ha": -0.3803,
  "total_energy_ev": -83189.90346
}



| no. | LUMO level (eV) |
| --- | --- |
| 1 | 0.2 |
| 2 | -10.7 |
| 3 | -0.6 |